Computed, not measured: C36H31N6O4Tl as an isolated structure, with ωB97M-V with the def2-TZVPD basis set.

XYZ file:
```
78
Properties=species:S:1:pos:R:3:lowdin_charge:R:1
H 5.79 0.04 5.73 0.0853
C -0.80 2.96 -0.04 -0.2637
H 1.13 -5.30 -1.78 0.1199
C 2.48 0.02 6.44 -0.0302
C 1.96 -0.02 5.14 -0.2682
H 0.47 -6.61 -0.81 0.1019
H -4.60 2.40 1.29 0.0938
H -0.24 -1.83 -1.93 0.1109
H 5.39 0.15 -2.26 0.1000
C -6.41 6.22 -0.46 -0.2776
C 0.23 -5.65 -1.27 -0.1931
C -2.49 1.00 0.21 -0.2434
H -2.01 -4.89 -3.84 0.1040
C -3.74 0.37 0.07 -0.0973
C -2.16 2.42 0.02 -0.1070
C 3.14 0.02 -4.76 -0.1130
H -1.75 -2.12 0.91 0.0799
C 1.43 3.07 -0.19 -0.2246
H 5.30 0.23 -4.71 0.0819
H 4.87 -0.03 3.42 0.1002
H 2.44 2.70 -0.30 0.0761
C -4.48 3.22 0.60 -0.0674
N 0.35 2.22 -0.21 -0.0834
C 4.43 0.07 -2.76 -0.0742
H 4.58 -0.08 -0.23 0.1237
O 1.04 -0.06 2.49 -0.1074
H -1.08 5.13 0.25 0.0832
H 1.62 5.24 0.01 0.0671
H -6.39 4.03 1.08 0.0972
C 4.21 -0.02 4.28 -0.0410
C -5.37 5.28 -0.34 -0.3029
C 2.01 -0.18 -2.60 -0.3431
H 1.79 0.03 7.27 0.1081
C 3.29 -0.07 -1.96 -0.1331
H 0.45 -0.06 4.03 0.0822
C -4.15 5.43 -1.04 -0.0753
C -5.49 4.14 0.49 -0.0788
H -2.06 -2.67 -3.00 0.1272
H 3.08 0.06 -5.85 0.0911
C -1.20 -4.64 -3.15 -0.1921
N -0.54 -2.77 -1.63 0.0988
H -0.62 -6.70 -2.95 0.1001
H -2.22 4.67 -1.48 0.0960
C 0.99 4.36 -0.03 -0.1440
O 0.89 -0.35 -1.98 -0.1669
C -0.41 4.30 0.07 -0.1028
C 2.32 -0.06 2.65 -0.4215
C 4.39 0.11 -4.14 -0.1339
N 3.22 -0.07 1.69 0.0686
N -7.26 7.00 -0.57 0.0579
O 0.80 -2.49 0.16 -0.0075
C 0.07 -3.21 -0.53 -0.4994
C -3.23 3.35 -0.10 -0.1863
C 2.00 -0.13 -4.02 -0.0226
H -0.32 -4.37 -3.74 0.1146
C -1.62 -3.42 -2.33 -0.1716
H -1.80 -6.16 -1.75 0.1088
H 1.03 -0.18 -4.49 0.1086
C -0.13 -4.66 -0.15 -0.0936
C 2.84 -0.03 4.04 -0.0692
C 3.85 0.04 6.65 -0.1138
H -4.65 0.86 -0.22 0.0784
N -1.59 -0.02 0.53 -0.0711
Tl 0.50 0.14 0.22 1.1078
H -2.41 -3.70 -1.63 0.1216
H -1.18 -4.80 0.15 0.1227
C -3.13 4.52 -0.91 -0.0717
O 0.63 -0.05 5.01 0.0636
C 3.54 -0.08 -0.53 -0.0718
C 4.72 0.02 5.57 -0.1192
C -2.26 -1.21 0.63 -0.2337
N 2.69 -0.07 0.43 -0.0692
C -3.59 -1.00 0.36 -0.1449
H 0.49 -4.83 0.73 0.1177
C -0.89 -5.86 -2.29 -0.2236
H -4.03 6.28 -1.71 0.0976
H -4.36 -1.76 0.36 0.0686
H 4.23 0.08 7.66 0.0901
```

Output
Kohn-Sham gap = 3.3349 eV
DFT total energy = -2192.4639 Eh
total charge = -2

=====

Computed, not measured: a 4-piece molecular cluster, C25H60BCl2N2O6 overall at a distorted geometry, with ωB97M-V with the def2-TZVPD basis set.

XYZ file:
```
96
Properties=species:S:1:pos:R:3:lowdin_charge:R:1
H -0.62 2.59 -1.30 0.1027
H 2.18 -1.47 7.32 0.0850
H 2.46 1.38 2.63 0.0902
H -1.35 -1.50 -0.45 0.0755
H -8.55 2.98 0.37 0.1192
C 1.42 2.29 -4.24 -0.2776
H -8.45 1.85 -0.99 0.1235
H -9.55 3.01 -2.81 0.0841
C 1.91 -0.70 6.60 -0.1107
H 0.36 -3.35 4.10 0.1188
H 6.86 -0.89 -5.11 0.0704
C -2.32 -5.00 4.54 -0.1161
C 2.09 0.61 3.32 -0.1012
H 1.42 1.45 -0.53 0.0923
O -1.49 -3.86 4.77 -0.1995
H -2.51 -0.95 -1.93 0.0775
H -4.72 2.95 -3.02 0.0919
O 2.98 0.23 6.47 -0.1982
H 5.40 -0.91 -0.39 0.0945
H -1.24 -1.53 3.45 0.1235
H 2.06 -3.18 -1.03 0.0393
H 4.76 -1.86 -1.88 0.0598
H 2.33 2.63 -2.11 0.0996
H -2.91 1.47 -0.58 0.0872
C -1.94 0.79 -0.47 -0.2556
H 3.54 0.97 -0.66 0.1015
H -6.40 1.83 0.46 0.1223
B 2.81 0.38 -2.77 -0.8405
C 4.11 -0.33 5.79 -0.1959
C 5.87 -1.28 -4.56 -0.2024
O 3.11 -0.36 3.55 -0.2019
H 4.91 1.02 -1.95 0.0995
H 5.57 -2.26 -5.16 0.0695
H 4.08 -1.43 5.82 0.1236
C 2.54 2.01 -3.09 -0.1493
C -5.10 3.28 -2.05 -0.1113
O -2.30 -2.76 2.13 -0.2067
H -7.80 2.81 -3.15 0.0834
C 0.68 0.67 -1.01 -0.2017
H -6.12 3.55 0.13 0.1259
C 3.27 -0.42 -4.17 -0.5244
C 3.34 -1.79 0.00 -0.2511
H -4.25 3.56 -1.42 0.0826
C 1.33 -0.19 -2.26 -0.1637
Cl 4.72 0.44 -6.47 0.4324
H 2.01 2.74 -5.18 0.1125
Cl 2.96 -2.29 -4.03 0.5008
H 2.43 -1.10 0.24 0.0957
O -5.83 2.21 -1.46 -0.2011
C 4.43 -1.09 -1.06 -0.2023
H 1.36 -1.31 -1.90 0.0577
H 0.86 1.34 -4.65 0.1028
H -3.50 -2.40 3.80 0.0810
H 6.24 -1.53 -3.45 0.0823
H 3.89 -1.98 1.04 0.0995
C -8.56 3.49 -2.77 -0.1137
N 0.52 3.40 -3.75 -0.0650
H 3.72 -3.61 -1.09 0.0493
H 5.00 0.00 6.32 0.1183
H 0.40 -0.09 -0.14 0.0766
H 1.24 0.11 2.86 0.0773
H 5.11 -0.20 3.89 0.1234
H 1.76 1.08 4.25 0.0819
C -6.54 2.62 -0.29 -0.1961
H -0.48 3.12 -3.67 0.0361
H 0.51 -0.17 -3.12 0.0969
N 2.97 -3.18 -0.51 -0.0708
H -3.20 -1.12 -0.13 0.0662
H -8.58 4.38 -3.40 0.0879
H -3.45 -1.09 2.58 0.0822
C -3.45 -2.18 2.73 -0.1181
H -1.59 0.81 0.66 0.0950
H -0.48 -4.50 3.05 0.1278
H 5.23 0.92 -4.10 0.1071
C -2.25 -0.81 -0.80 -0.1282
H 1.04 -0.16 6.98 0.0885
H 3.59 2.40 -3.50 0.0943
H -4.34 -2.60 2.25 0.0877
C -1.10 -2.43 2.83 -0.1921
H -1.72 -5.91 4.58 0.0847
C 4.80 -0.05 -4.65 -0.6379
C -8.03 2.78 -0.57 -0.1963
H -0.34 -2.20 2.07 0.1195
C 3.97 0.38 -1.60 -0.1664
C -0.74 1.42 -1.42 -0.2211
H -3.07 -5.04 5.33 0.0855
H 1.65 -1.15 5.64 0.0760
C 4.18 0.17 4.34 -0.1933
H -1.07 1.24 -2.53 0.0933
H 0.65 4.21 -4.41 0.0606
C -0.61 -3.61 3.67 -0.1846
H -5.74 4.16 -2.22 0.0814
O -8.28 3.89 -1.43 -0.1979
H 2.57 -0.10 -5.08 0.0795
H -2.83 -4.94 3.58 0.0822
H 4.20 1.27 4.30 0.1255
```

Output
Kohn-Sham gap = 7.3541 eV
DFT total energy = -2494.4490 Eh
total charge = -1

=====

Computed, not measured: the molecule C5H10O at a distorted geometry, with ωB97M-V with the def2-TZVPD basis set.

XYZ file:
```
16
Properties=species:S:1:pos:R:3:nbo_charge:R:1
C -1.11 -0.80 -1.03 -0.7266
H 1.13 1.81 -0.50 0.2377
H -0.43 2.04 -1.29 0.2706
H 2.04 -0.40 0.82 0.2135
C -0.22 0.14 -0.32 0.4450
O -1.48 -0.22 1.57 -0.7699
H -2.09 -0.33 -1.22 0.2834
H 1.27 -0.58 2.39 0.2445
H -1.32 -1.68 -0.40 0.2713
C 1.10 -0.69 1.31 -0.6566
H -0.02 1.19 1.51 0.1748
C 0.35 1.29 -1.07 -0.7169
C -0.34 0.18 1.13 0.0731
H 0.75 0.97 -2.04 0.2242
H -0.69 -1.08 -2.01 0.2146
H 0.98 -1.76 1.13 0.2173
```

Output
Kohn-Sham gap = 7.2895 eV
DFT total energy = -271.6141 Eh

=====

Computed, not measured: the molecule C5H11N at a distorted geometry, with ωB97M-V with the def2-TZVPD basis set.

XYZ file:
```
17
Properties=species:S:1:pos:R:3:nbo_charge:R:1
C -1.17 0.61 0.22 -0.2174
H -1.37 1.68 -0.09 0.1960
H -3.22 -0.06 0.13 0.2109
C -2.22 -0.30 -0.25 -0.6122
C 2.09 -0.31 -0.15 -0.4103
H 0.49 -1.09 1.22 0.1637
H 2.53 -0.53 -1.08 0.2047
C 1.24 1.00 -0.14 -0.2095
H 1.48 1.94 -0.76 0.1927
H 0.55 -1.93 -0.41 0.1979
N 0.07 0.23 -0.41 -0.4281
H -2.35 -0.41 -1.34 0.2150
H 1.31 1.39 0.92 0.1521
H 2.90 -0.47 0.59 0.2043
H -1.13 0.53 1.34 0.1618
C 0.72 -1.00 0.12 -0.2214
H -1.92 -1.29 0.09 0.1999
```

Output
Kohn-Sham gap = 9.9343 eV
DFT total energy = -251.8076 Eh
SMILES string = CCN1CCC1

=====

> Look up the Kohn-Sham gap of the fourth one.

9.9343 eV